A molecular structure, C6H8KLiO6 at a distorted geometry, computed with ωB97M-V/def2-TZVPD.

## Properties
**Net charge**: 0
**HOMO-LUMO gap**: 0.180 hartree
**Energy relative to the best compared isomer or geometry (same formula, charge and spin)**: 175.9 kJ/mol
**Electronic energy**: -35165.7310 eV
**M**: 222.16 g/mol
**HOMO**: -6.005 eV
**Strongest force on any atom**: 1.01 eV/A

Last column: Löwdin charge in e.
Cartesian coordinates (Å):
O 1.43 1.31 0.64  -0.12
O -1.96 -1.21 -0.82  -0.10
C -0.95 -1.34 0.12  -0.29
C 0.56 0.24 1.10  -0.82
Li 0.68 -2.40 1.14  0.72
H 0.66 -1.81 -2.49  0.11
H 1.48 3.12 1.64  0.11
H 0.73 3.16 0.01  0.12
O -0.16 -0.15 -0.03  -0.02
H -0.79 2.83 2.40  0.12
H -2.22 -1.68 -2.80  0.12
H -1.09 -0.30 -2.49  0.11
C -0.23 -2.25 -2.03  -0.23
O 1.30 -0.70 1.64  -0.28
O -0.27 0.88 2.03  -0.01
C 0.84 2.57 0.93  -0.16
K 3.76 0.34 1.95  0.96
C -1.42 -1.29 -2.15  -0.17
O -0.08 -2.46 -0.64  -0.27
C -0.51 2.19 1.55  -0.15
H -1.31 2.19 0.81  0.13
H -0.44 -3.22 -2.51  0.11

=====

A molecular structure, C6H8LiNiO6 at a distorted geometry, computed with ωB97M-V/def2-TZVPD.

## Properties
**<S²>**: 2.01
**Net charge**: +1
**HOMO-LUMO gap (spin up / spin down)**: 0.265 / 0.230 hartree
**Energy relative to the best compared isomer or geometry (same formula, charge and spin)**: 68.5 kJ/mol
**Electronic energy**: -59876.5787 eV
**M**: 241.76 g/mol
**HOMO (spin up / spin down)**: -11.682 / -11.425 eV
**Strongest force on any atom**: 4.60 eV/A
**Spin multiplicity**: 3

Last column: Löwdin charge in e.
Cartesian coordinates (Å):
O -1.35 -1.65 -0.71  0.06
H -1.73 2.06 1.28  0.14
C 0.87 1.09 -0.90  -0.22
H -3.04 0.89 1.71  0.15
H 3.25 -1.97 0.74  0.13
O -2.54 0.17 -1.13  0.11
C -2.30 1.18 0.95  -0.06
H 3.10 0.49 0.35  0.12
O 1.88 0.33 -1.35  -0.06
C -1.54 -0.46 -0.54  -0.50
O 0.95 1.45 0.32  -0.14
C 2.44 -1.57 0.10  -0.29
H -4.00 1.45 -0.43  0.15
Li -0.03 -2.73 0.15  0.78
C 2.87 -0.22 -0.46  -0.15
H 2.46 -2.28 -0.75  0.13
H -2.46 2.22 -0.97  0.15
H 3.77 -0.36 -1.08  0.14
Ni 0.50 0.02 1.54  0.92
O -1.41 0.06 0.77  -0.09
O 1.23 -1.55 0.81  -0.39
C -2.91 1.37 -0.44  -0.06

=====

A molecular structure, C6H8LiO6Sm at a distorted geometry, computed with ωB97M-V/def2-TZVPD.

## Properties
**<S²>**: 12.01
**Net charge**: +1
**HOMO-LUMO gap (spin up / spin down)**: 0.222 / 0.223 hartree
**Energy relative to the best compared isomer or geometry (same formula, charge and spin)**: 0.0 kJ/mol
**Electronic energy**: -36739.3312 eV
**M**: 333.43 g/mol
**HOMO (spin up / spin down)**: -10.693 / -10.717 eV
**Strongest force on any atom**: 2.93 eV/A
**Spin multiplicity**: 7

Last column: Löwdin charge in e.
Cartesian coordinates (Å):
H -0.03 2.45 0.81  0.12
H 2.48 -1.86 -1.23  0.14
H -1.22 2.29 -1.80  0.15
C -1.89 0.01 0.23  -0.63
O -0.34 -1.28 0.54  -0.49
C 2.37 0.92 0.46  -0.24
H -1.74 2.92 0.49  0.14
C 1.95 -1.34 -0.42  -0.19
O 2.30 0.04 -0.58  -0.11
Sm 0.51 -0.66 2.69  1.58
H 0.16 1.26 -1.27  0.12
O -1.45 0.98 1.12  -0.04
Li -1.92 -2.38 0.86  0.80
O -1.73 0.45 -1.03  0.07
H 0.07 -1.14 -1.47  0.13
C -0.86 1.59 -1.04  -0.07
O 1.95 0.47 1.56  -0.37
C 0.47 -1.64 -0.57  -0.27
O -2.82 -0.75 0.53  -0.01
H 2.32 -1.73 0.53  0.11
H 0.41 -2.72 -0.80  0.12
C -0.99 2.12 0.39  -0.08

=====

A molecular structure, C6H8LiO6Sn at a distorted geometry, computed with ωB97M-V/def2-TZVPD.

## Properties
**<S²>**: 0.75
**Net charge**: 0
**HOMO-LUMO gap (spin up / spin down)**: 0.168 / 0.330 hartree
**Energy relative to the best compared isomer or geometry (same formula, charge and spin)**: 0.0 kJ/mol
**Electronic energy**: -24671.2212 eV
**M**: 301.78 g/mol
**HOMO (spin up / spin down)**: -4.058 / -8.548 eV
**Strongest force on any atom**: 5.92 eV/A
**Spin multiplicity**: 2

Last column: Löwdin charge in e.
Cartesian coordinates (Å):
H -0.07 -2.25 -2.64  0.11
O 1.00 -0.51 1.38  -0.42
O -1.75 0.40 0.68  -0.24
H 2.20 -0.25 3.05  0.13
H 0.16 0.52 4.44  0.13
Li -1.34 2.08 -0.53  0.65
O -0.62 0.74 -3.32  -0.12
O -1.02 0.53 2.77  -0.02
O -0.88 2.32 1.38  0.02
C -0.02 -0.45 -3.91  -0.12
C -0.72 0.68 -2.03  -0.40
Sn -0.52 -1.25 0.49  1.37
C 0.28 0.64 3.36  -0.13
O -0.14 -0.43 -1.60  -0.37
H 0.69 1.63 3.14  0.13
H -0.79 -0.94 -4.51  0.12
C 1.16 -0.46 2.75  -0.32
H 0.89 -1.42 3.25  0.12
C -1.18 1.13 1.57  -0.78
H 1.46 -1.33 -2.51  0.13
C 0.39 -1.25 -2.68  -0.13
H 0.82 -0.13 -4.53  0.12